*a*
ORCA calculation (ωB97M-V with the def2-TZVPD basis set) on a molecular structure, C11H64NO20.

Results
- net charge = +1
- 2S+1 = 1
- frontier orbital gap (eV) = 8.5

Last column: Löwdin charge in e.
CARTESIAN COORDINATES (ANGSTROEM)
C 2.317 -2.149 -2.761  -0.114
C 0.916 -1.517 -2.494  -0.283
C 0.689 -1.360 -0.983  -0.157
C -0.737 -0.621 -0.843  -0.060
N -0.972 -0.081 0.633  -0.177
C -1.085 -1.288 1.362  -0.158
C -2.253 -1.000 2.380  -0.078
C -3.092 0.306 1.866  -0.078
C -2.254 0.583 0.506  -0.124
C 0.100 0.913 1.136  -0.059
C 0.438 2.065 0.183  -0.189
C 1.366 3.117 0.768  -0.066
H 2.470 -2.998 -2.113  0.037
H 3.250 -1.667 -2.592  0.063
H 2.229 -2.462 -3.835  0.080
H 0.029 -2.197 -2.888  0.152
H 1.018 -0.678 -3.278  0.103
H 1.819 -0.711 -0.615  0.206
H 0.602 -2.431 -0.602  0.130
H -1.356 -1.367 -1.015  0.064
H -0.616 0.227 -1.551  0.131
H -0.315 -1.619 1.886  0.084
H -1.166 -2.169 0.808  0.106
H -2.083 -1.064 3.473  0.115
H -2.964 -1.889 2.009  0.112
H -2.957 1.086 2.558  0.076
H -4.132 -0.126 1.885  0.102
H -2.283 1.713 0.442  0.139
H -2.865 0.402 -0.403  0.112
H 1.010 0.359 1.347  0.119
H -0.232 1.328 1.965  0.088
H -0.542 2.481 -0.230  0.129
H 0.974 1.650 -0.648  0.097
H 1.480 3.865 0.008  0.099
H 2.243 2.829 1.132  0.000
H 0.910 3.626 1.614  0.069
O -4.753 -0.460 5.182  -0.088
H -4.938 -1.131 4.557  -0.068
H -4.646 -1.030 6.023  0.088
O 4.411 2.781 0.366  -0.097
H 4.625 3.621 0.742  -0.034
H 5.327 2.348 0.158  0.117
O 2.915 4.671 3.057  0.176
H 3.084 4.088 3.690  0.036
H 2.033 5.066 3.005  0.078
O -5.808 1.445 -0.018  -0.067
H -6.820 1.385 -0.015  0.136
H -5.529 2.144 -0.621  0.083
O -0.502 -0.415 -5.903  -0.054
H 0.349 -0.167 -5.651  -0.073
H -0.194 -1.345 -5.897  -0.003
O 2.974 -1.056 2.960  -0.051
H 2.167 -1.478 2.987  -0.013
H 3.328 -0.792 3.902  0.141
O 2.064 0.469 -5.184  -0.097
H 2.000 1.430 -5.473  0.095
H 2.967 0.448 -4.749  0.088
O 1.859 -5.812 -2.841  -0.016
H 1.901 -6.737 -2.712  0.046
H 1.352 -5.768 -3.643  0.057
O -5.761 -1.200 -1.241  -0.059
H -6.408 -1.603 -0.516  0.133
H -5.424 -0.419 -0.913  -0.065
O -2.839 1.872 -2.539  -0.077
H -2.936 0.912 -2.845  0.087
H -2.128 2.267 -3.036  0.031
O 4.466 -5.114 -2.433  -0.132
H 4.525 -4.408 -1.795  -0.057
H 3.466 -5.265 -2.713  0.028
O 0.627 -3.154 -6.001  -0.022
H 0.145 -2.865 -6.895  0.147
H 1.422 -2.832 -6.009  -0.075
O -5.712 1.934 2.622  -0.142
H -5.718 1.659 1.627  0.000
H -5.153 2.730 2.857  0.061
O 4.223 -0.539 0.802  -0.051
H 3.544 -0.213 1.442  0.013
H 4.754 0.218 0.846  -0.014
O 4.302 -3.126 -0.707  0.067
H 3.852 -3.537 -0.082  0.001
H 4.364 -2.279 -0.515  -0.048
O -3.630 -3.142 -0.447  -0.083
H -4.025 -3.637 0.320  0.054
H -4.228 -2.353 -0.487  0.002
O 4.821 2.044 3.132  -0.045
H 4.734 2.358 2.297  -0.097
H 3.871 2.137 3.613  0.116
O 0.648 6.322 3.250  -0.033
H 0.611 7.213 3.236  -0.016
H 0.071 6.181 2.367  0.148
O 4.399 5.125 1.703  -0.109
H 5.145 5.565 2.147  0.060
H 3.624 4.830 2.272  -0.248
O -5.348 -2.687 3.619  -0.078
H -4.784 -3.422 3.340  0.046
H -5.681 -2.430 2.669  0.106

*b*
ORCA calculation (ωB97M-V with the def2-TZVPD basis set) on 21 unconnected molecules or ions with the total composition C11H64NO20.

Results
- net charge = +1
- 2S+1 = 1
- frontier orbital gap (eV) = 9.9

Last column: Löwdin charge in e.
CARTESIAN COORDINATES (ANGSTROEM)
C -1.533 -2.704 -1.929  -0.112
C -2.653 -1.728 -1.642  -0.165
C -2.157 -0.598 -0.517  -0.108
C -1.145 0.410 -0.995  -0.150
N -0.490 1.227 0.083  -0.197
C -1.469 2.029 0.825  -0.111
C -0.722 3.266 1.283  -0.177
C 0.529 3.466 0.523  -0.073
C 0.490 2.178 -0.459  -0.063
C 0.342 0.331 1.048  -0.091
C 1.223 -0.739 0.417  -0.243
C 1.953 -1.591 1.459  -0.064
H -1.261 -3.295 -1.120  0.040
H -0.542 -2.366 -2.309  0.078
H -1.839 -3.321 -2.753  0.069
H -3.537 -2.219 -1.375  0.063
H -2.939 -1.118 -2.531  0.110
H -1.716 -1.044 0.582  0.155
H -3.041 -0.086 -0.176  0.081
H -1.479 1.090 -1.777  0.111
H -0.386 -0.065 -1.441  0.069
H -2.035 1.436 1.548  0.128
H -2.194 2.518 0.206  0.120
H -0.622 3.028 2.291  0.087
H -1.468 4.064 1.301  0.118
H 1.418 3.484 1.309  0.150
H 0.536 4.354 -0.087  0.110
H 1.482 1.637 -0.440  0.117
H 0.247 2.429 -1.403  0.083
H -0.423 -0.218 1.789  0.153
H 0.868 1.047 1.796  0.145
H 1.786 -0.203 -0.329  0.095
H 0.823 -1.433 -0.145  0.037
H 1.291 -1.908 2.324  0.093
H 2.638 -0.887 1.983  0.046
H 2.592 -2.448 0.915  0.114
O 4.291 4.009 0.718  -0.081
H 3.941 3.119 1.058  0.039
H 4.338 4.062 -0.231  0.032
O 4.459 -3.086 -1.301  -0.063
H 4.762 -3.512 -0.485  0.054
H 3.528 -3.409 -1.432  0.052
O 1.119 -4.073 -4.024  -0.006
H 2.128 -4.233 -4.289  0.142
H 0.935 -4.647 -3.445  -0.158
O -6.523 -2.953 -0.666  -0.112
H -6.433 -2.519 -1.529  -0.049
H -5.949 -3.780 -0.698  0.064
O -0.227 1.645 -4.136  0.033
H -0.924 1.285 -4.618  0.036
H -0.085 2.476 -4.456  0.016
O 2.796 6.190 1.815  -0.100
H 3.023 7.091 1.512  0.045
H 3.078 5.432 1.265  -0.019
O 3.527 1.349 1.060  -0.007
H 4.178 0.732 0.864  -0.009
H 3.576 1.137 1.956  -0.016
O -0.113 -5.951 -2.222  -0.007
H -1.102 -6.150 -2.095  0.137
H 0.231 -6.764 -2.288  -0.003
O -3.442 5.248 2.906  -0.043
H -3.693 5.838 2.258  -0.018
H -4.021 4.433 2.972  0.078
O -5.809 -2.013 -3.061  -0.154
H -5.739 -2.712 -3.830  0.127
H -6.564 -1.272 -3.158  0.143
O -3.769 -0.102 3.243  0.027
H -3.384 -0.840 3.099  -0.127
H -4.511 -0.005 2.608  0.090
O -3.420 2.470 -2.429  -0.118
H -4.209 1.838 -2.172  0.111
H -3.379 3.400 -2.121  0.051
O 1.712 -0.570 -4.237  -0.019
H 1.015 0.122 -3.977  0.043
H 1.392 -1.360 -4.025  -0.078
O -2.346 -2.474 2.850  -0.028
H -1.612 -2.993 2.404  0.092
H -2.321 -2.565 3.750  0.003
O 1.184 -4.641 -0.128  -0.027
H 0.810 -5.068 -0.888  -0.030
H 1.855 -5.266 -0.101  0.002
O 3.762 0.973 4.005  -0.080
H 4.701 0.935 4.188  0.049
H 3.647 -0.007 4.380  0.130
O 0.696 1.366 4.239  0.014
H 1.010 1.915 4.909  0.048
H 1.310 0.683 4.322  0.011
O -1.879 1.303 4.843  -0.037
H -0.966 1.293 4.824  -0.076
H -2.237 1.056 3.982  -0.013
O 5.460 -0.667 0.031  -0.044
H 5.860 0.028 -0.522  0.070
H 4.913 -1.293 -0.404  -0.026
O 3.974 1.117 -2.623  -0.140
H 3.323 0.343 -2.624  0.034
H 3.596 1.990 -2.142  0.098

Energies in eV, measured from the most stable structure: *a* 3.660; *b* 0.000.

*a*
ORCA calculation (ωB97M-V with the def2-TZVPD basis set) on 14 unconnected molecules or ions with the total composition H29O14.

Results
- net charge = +1
- 2S+1 = 1
- frontier orbital gap (eV) = 10.6

Last column: Löwdin charge in e.
CARTESIAN COORDINATES (ANGSTROEM)
O -1.643 0.557 -1.242  -0.045
H -1.972 -1.317 0.790  0.149
O 2.430 -2.243 -1.538  -0.048
H 3.365 -1.992 -1.491  0.065
H 2.720 -2.921 -2.176  0.075
O -2.076 -0.322 0.861  0.029
H -3.703 1.216 2.308  0.058
H -1.714 -0.205 1.820  0.099
O 0.151 0.551 0.851  -0.096
H 0.711 1.013 1.463  0.021
H 0.618 0.498 -0.066  0.020
O -3.889 0.783 -2.235  -0.019
H -4.159 1.317 -3.002  0.094
H -3.406 0.111 -2.710  0.051
O 1.555 0.593 -1.285  -0.037
H 2.429 0.775 -0.921  0.026
H 1.866 -0.287 -1.633  0.060
O 0.897 -2.496 3.638  -0.065
H -0.018 -2.314 3.356  0.017
H 1.235 -3.304 3.265  0.025
O 3.768 1.795 0.261  -0.044
H 4.331 2.530 0.559  0.072
H 3.337 1.348 0.991  0.039
O 1.180 1.591 3.966  -0.054
H 0.797 2.312 4.504  0.076
H -1.281 0.663 -2.117  0.082
O -0.966 -0.278 3.422  -0.055
H -1.689 0.236 3.785  0.054
H -0.201 0.374 3.468  0.048
O -3.816 0.266 2.207  -0.044
H -1.426 0.008 0.049  0.083
H -0.994 -1.979 -4.573  0.041
O -0.798 -1.101 -4.954  -0.064
H 1.639 1.196 4.739  0.086
H 0.098 -1.334 -5.214  0.035
O -0.572 -2.251 -0.786  -0.024
H 0.068 -1.948 -1.449  0.025
H -1.327 -2.620 -1.222  0.040
O 3.349 2.869 -3.277  -0.062
H 2.969 2.009 -3.154  -0.009
H 3.469 3.186 -2.340  0.055
H -2.566 0.946 -1.291  0.067
H -4.768 0.169 2.374  0.072

*b*
ORCA calculation (ωB97M-V with the def2-TZVPD basis set) on 14 unconnected molecules or ions with the total composition H29O14.

Results
- net charge = +1
- 2S+1 = 1
- frontier orbital gap (eV) = 9.9

Last column: Löwdin charge in e.
CARTESIAN COORDINATES (ANGSTROEM)
O 1.535 1.364 0.291  -0.080
H -0.077 -1.533 1.280  0.178
O -1.403 3.499 2.503  -0.048
H -2.797 -0.085 2.758  0.009
H 3.885 1.919 1.740  0.059
O 0.138 3.436 -1.263  -0.070
H 1.440 -3.904 -3.338  0.063
H -0.427 3.966 -0.728  0.010
O -2.751 -0.794 2.148  -0.014
H -1.313 -1.170 -1.554  0.043
H -3.557 -0.989 1.738  0.027
O -1.617 -2.212 -3.592  -0.039
H -1.864 -3.148 -3.576  0.063
H -0.690 -2.387 -3.631  -0.032
O -1.085 0.217 3.885  -0.031
H 4.451 2.179 0.451  0.077
H 1.303 -2.505 -4.164  -0.005
O 1.933 -0.181 -2.836  -0.005
H 1.297 0.497 -2.845  -0.010
H -0.885 2.957 1.914  0.008
O 0.898 -2.230 0.124  0.012
H 0.519 -1.801 -0.613  0.002
H -1.172 0.909 4.552  0.100
O -1.030 -0.654 -0.778  -0.030
H 1.708 0.646 -0.302  -0.012
H 2.188 2.061 0.076  0.019
O 0.365 -0.990 2.134  0.085
H -0.853 3.152 -3.467  0.067
H -0.485 2.938 -1.850  -0.019
O 1.067 -3.397 -4.052  0.000
H -0.192 0.040 4.156  0.054
H -1.662 -3.109 3.520  0.099
O -0.751 -2.779 3.641  -0.020
H -1.664 0.009 -0.596  0.040
H -0.507 -2.729 4.566  0.077
O -0.903 2.217 -3.251  -0.050
H -1.984 4.032 1.948  0.041
H -0.249 1.685 -3.779  0.086
O 3.689 2.491 0.985  -0.057
H -0.186 -0.153 2.390  0.145
H 1.400 -1.525 0.478  0.027
H 0.252 -1.792 2.736  0.100
H 1.590 -0.752 -3.548  0.033

*c*
ORCA calculation (ωB97M-V with the def2-TZVPD basis set) on a molecular structure, H29O14.

Results
- net charge = +1
- 2S+1 = 1
- frontier orbital gap (eV) = 11.0

Last column: Löwdin charge in e.
CARTESIAN COORDINATES (ANGSTROEM)
O 3.605 0.726 -2.832  -0.078
H -1.568 1.639 -4.171  0.062
O -0.582 2.886 2.554  0.048
H 0.067 2.071 3.253  0.068
H -1.902 2.600 -3.184  0.071
O 0.904 -0.537 -4.450  -0.054
H 0.061 -0.699 1.279  0.041
H 1.474 -1.147 -4.939  0.046
O 1.364 -1.890 1.333  -0.086
H 1.969 -1.506 0.647  0.050
H 1.522 -2.848 1.303  0.054
O 0.630 -4.408 0.950  -0.044
H -0.206 -4.815 1.158  0.049
H 0.912 -4.882 0.128  0.088
O 2.489 0.144 2.335  -0.072
H 0.688 1.637 -0.192  0.023
H 3.012 0.481 1.594  0.047
O 2.030 -0.108 -0.598  -0.046
H 2.958 -0.326 -0.697  0.061
H 1.599 -0.505 -1.374  0.082
O 0.619 1.232 3.927  0.064
H -0.303 0.929 4.366  0.205
H 0.888 0.558 3.296  0.031
O -2.089 0.842 -0.051  -0.041
H -3.049 0.850 -0.088  0.057
H 3.791 0.511 -3.798  0.083
O -1.055 2.097 -3.428  -0.125
H -3.562 -1.924 -3.599  0.020
H 0.030 -0.746 -4.764  0.024
O -0.370 -0.195 2.018  -0.084
H 1.925 -0.562 1.893  -0.019
H -3.522 -2.348 1.843  0.022
O -4.233 -1.728 1.731  -0.041
H -2.050 0.221 -0.791  0.054
H -4.499 -1.451 2.600  0.031
O -3.717 -1.077 -3.188  -0.080
H -1.216 2.384 2.038  0.077
H -4.515 -1.353 -2.647  0.073
O 0.663 2.502 0.212  -0.023
H 0.095 3.215 1.799  0.161
H 1.455 3.000 0.071  0.060
H 2.840 1.296 -2.930  0.026
H -1.179 -0.163 1.500  0.017

Energies in eV, measured from the most stable structure: *a* 0.210; *b* 1.118; *c* 0.000.

*a*
ORCA calculation (ωB97M-V with the def2-TZVPD basis set) on 2 unconnected molecules or ions with the total composition C4H9O.

Results
- net charge = -1
- 2S+1 = 1
- frontier orbital gap (eV) = 5.8

Last column: Löwdin charge in e.
CARTESIAN COORDINATES (ANGSTROEM)
C 1.077 -0.140 -0.028  -0.593
O 1.956 0.085 0.932  -0.319
C 0.069 0.967 -0.370  -0.138
C -0.456 -0.361 0.053  -0.330
C -1.135 -1.306 -0.987  -0.109
H 1.524 -0.733 -0.856  0.102
H -5.522 3.843 2.452  -0.004
H 0.118 1.776 0.346  0.076
H 0.023 1.262 -1.412  0.069
H -5.093 3.287 2.201  0.004
H -0.756 -0.789 1.006  0.107
H -0.373 -1.960 -1.407  0.054
H -2.000 -1.757 -0.506  0.045
H -1.548 -0.638 -1.716  0.036

*b*
ORCA calculation (ωB97M-V with the def2-TZVPD basis set) on 2 unconnected molecules or ions with the total composition C4H9O.

Results
- net charge = -1
- 2S+1 = 1
- frontier orbital gap (eV) = 5.4

Last column: Löwdin charge in e.
CARTESIAN COORDINATES (ANGSTROEM)
C -2.229 1.799 2.042  -0.547
O -1.210 0.968 2.364  -0.479
H -2.362 2.736 2.690  0.019
H -2.090 2.264 1.037  0.010
H -3.221 1.270 2.071  0.019
C 1.446 -2.105 -1.067  -0.144
C 1.117 -0.715 -0.711  -0.244
C 1.135 0.323 -1.538  -0.024
H 2.374 -2.495 -0.644  0.065
H 0.640 -2.762 -0.708  0.072
H 1.486 -2.361 -2.130  0.064
H 0.910 -0.538 0.341  0.099
H 0.823 1.281 -1.128  0.050
H 1.181 0.336 -2.619  0.041

Energies in eV, measured from the most stable structure: *a* 0.908; *b* 0.000.